Computed, not measured: 2 unconnected molecules or ions with the total composition C15H21ClN5O5PS at a distorted geometry, with wB97M-V/def2-TZVPD.

Calculated values
- DFT total energy (eV) = -66224.27973
- charge = 0
- SMILES = CCCN[C@]1(Cl)OC(=O)O[C@@]1(CCSc1nnco1)P(N)O.c1ccncc1
- lowest unoccupied orbital energy (eV) = 0.34
- highest occupied orbital energy (eV) = -8.813

CARTESIAN COORDINATES (ANGSTROEM)
Cl1 -1.32 -1.50 3.19
S1 0.46 -1.85 -3.65
P1 -3.16 -1.29 0.08
O1 -0.88 -2.58 0.57
O2 0.66 -1.15 1.59
O3 2.84 -3.08 -4.93
O4 -3.77 0.14 -0.67
O5 0.94 -3.56 1.82
N1 -3.55 -2.57 -1.11
N2 -0.43 0.87 1.84
N3 3.28 -4.83 -3.46
N4 2.17 -4.17 -3.03
N5 2.03 2.91 -0.90
C1 -2.40 1.69 3.36
C2 -1.26 -1.17 0.33
C3 -0.07 -2.19 -1.89
C4 0.33 -2.55 1.39
C5 -3.90 1.13 3.10
C6 3.73 -4.17 -4.66
C7 -1.67 1.70 1.91
C8 3.99 4.03 0.74
C9 3.34 2.70 -1.12
C10 4.35 3.23 -0.34
C11 1.71 3.68 0.15
C12 -0.44 -0.86 -1.06
C13 1.86 -3.04 -3.90
C14 -0.69 -0.57 1.70
C15 2.65 4.26 0.99
H1 -3.07 -2.27 -1.99
H2 0.65 3.83 0.30
H3 0.22 1.17 1.10
H4 -4.56 1.16 4.04
H5 0.78 -2.78 -1.38
H6 0.46 -0.17 -0.87
H7 4.66 -4.49 -5.25
H8 -1.17 -0.24 -1.71
H9 -3.86 0.06 2.70
H10 -1.82 1.07 4.13
H11 -1.34 2.80 1.73
H12 -2.48 2.75 3.80
H13 -2.45 1.46 1.10
H14 -0.99 -2.89 -1.97
H15 -4.46 1.75 2.31
H16 -4.24 0.60 0.08
H17 4.75 4.47 1.38
H18 -3.15 -3.47 -0.81
H19 5.39 3.03 -0.56
H20 3.57 2.07 -1.98
H21 2.33 4.88 1.82

Charges obtained by Mulliken population analysis, quoted in units of e: -0.136, -0.145, 0.027, -0.504, -0.399, -0.285, -0.538, -0.535, -0.670, -0.201, -0.508, -0.073, -0.493, -0.476, 1.298, -0.435, 0.392, -0.800, 0.053, -0.067, -0.158, -0.196, -0.415, -0.229, -0.768, 0.436, -0.245, -0.444, 0.345, 0.476, 0.298, 0.332, 0.393, 0.181, 0.339, 0.411, 0.195, 0.272, 0.234, 0.341, 0.103, 0.177, 0.214, 0.373, 0.370, 0.366, 0.358, 0.383, 0.353